Molecular formula: C18H37BO5S
Method: DFT, ωB97M-V with the def2-TZVPD basis set

XYZ file:
```
62
Properties=species:S:1:pos:R:3:forces:R:3
C -2.8363 1.6567 -1.0038 -0.633 0.159 -0.228
C -3.8191 0.5269 -1.4632 1.095 -1.081 -0.163
C -3.1730 -0.4433 -2.5348 -0.600 0.886 0.011
C -2.5323 0.3552 -3.7324 0.553 -1.159 -0.399
C -0.9718 0.1024 -3.8512 -0.421 0.525 0.901
C -0.1439 1.4131 -4.0014 0.520 -0.469 -0.883
C 1.4046 1.1887 -4.1509 0.088 1.061 0.933
C 2.1173 0.9769 -2.7587 0.413 -0.685 -0.944
C 1.9506 -0.4877 -2.2047 -1.397 0.649 0.345
C 1.1928 -0.4086 -0.8203 0.563 -1.222 -0.304
C 1.3450 -1.7661 0.0009 0.494 1.672 -0.139
C 1.8775 -1.4557 1.4510 -0.580 0.005 -0.839
C 0.7762 -1.4406 2.5531 1.575 -1.329 1.103
C 0.4557 -2.9505 2.8972 -0.619 -0.397 0.266
C -0.7848 -3.5579 2.1627 -0.104 -0.610 0.263
O -0.4954 -0.7834 2.2816 -0.584 0.593 2.066
S -1.1616 -0.6005 3.8044 -4.553 -0.013 3.779
O -2.0077 -1.7091 4.2968 2.394 1.158 -1.999
O -1.9196 0.6487 4.0263 2.849 -1.531 -1.732
O 0.1990 -0.6714 4.8048 -0.819 0.026 -2.770
C 1.2806 -0.6607 3.8194 1.663 -0.199 -1.297
B 1.6490 0.9056 3.6604 1.211 1.148 -0.025
O 2.8098 1.3268 4.3691 -1.844 -1.225 -0.166
C 0.8714 1.9889 2.7721 0.133 -0.157 -0.169
C 1.7167 3.2661 2.3789 -1.040 -0.236 -0.539
H -1.7680 1.3557 -1.0380 -0.634 -0.014 0.010
H -2.9578 2.5521 -1.6526 0.215 -0.493 0.459
H -3.0802 1.9521 0.0363 0.205 -0.050 -0.576
H -4.7572 0.9168 -1.9073 0.468 -0.020 0.606
H -4.0178 -0.1187 -0.5750 -0.351 0.583 -0.612
H -3.9662 -1.1123 -2.9443 0.488 0.404 0.436
H -2.4423 -1.1022 -2.0151 -0.241 0.478 -0.452
H -2.9783 -0.0460 -4.6684 0.118 0.474 0.486
H -2.7639 1.4386 -3.7007 0.158 -0.598 0.157
H -0.7638 -0.6262 -4.6653 0.004 0.610 0.376
H -0.6751 -0.3974 -2.9023 -0.060 0.286 -0.683
H -0.4762 1.9429 -4.9242 0.028 -0.302 0.567
H -0.3042 2.1192 -3.1565 -0.098 -0.552 -0.386
H 1.6544 0.3831 -4.8713 -0.196 0.352 0.450
H 1.8226 2.1450 -4.5511 -0.267 -0.714 0.047
H 3.2108 1.1798 -2.8672 -0.764 -0.049 -0.021
H 1.7374 1.7421 -2.0427 0.124 -0.610 -0.416
H 2.9035 -1.0534 -2.1335 -0.444 0.572 0.186
H 1.3022 -1.0683 -2.9035 0.594 0.321 0.396
H 0.0995 -0.2429 -0.9690 0.862 0.295 -0.026
H 1.6346 0.4519 -0.2760 -0.424 -0.526 -0.059
H 2.1380 -2.3570 -0.5083 -0.832 0.054 0.294
H 0.3540 -2.2529 -0.0218 0.796 -0.168 0.195
H 2.4811 -0.5239 1.3863 -0.510 -0.361 0.248
H 2.5977 -2.2656 1.7073 -0.636 0.626 0.249
H 0.2671 -3.0309 3.9936 0.043 0.088 -0.755
H 1.3101 -3.6363 2.6944 -0.351 0.832 0.078
H -0.6231 -3.7797 1.0888 0.111 0.237 0.603
H -0.9927 -4.5379 2.6568 0.113 0.667 -0.400
H -1.7144 -2.9676 2.2579 0.682 -0.238 0.012
H 2.2201 -1.1813 4.1140 -0.960 0.048 0.709
H 2.6484 2.1806 4.7806 0.339 0.384 -0.359
H -0.0757 2.2872 3.2880 0.618 -0.259 -0.406
H 0.5428 1.4930 1.8250 0.068 0.246 0.776
H 1.6325 3.3815 1.2717 0.254 0.029 0.787
H 2.7904 3.2012 2.6337 -0.638 0.156 0.042
H 1.2091 4.1572 2.8024 0.764 -0.361 -0.087
```
Positions in Å, forces in eV/Å.

gap between HOMO and LUMO = 10.83 eV
multiplicity = 1
DFT total energy = -1507.2273 Eh

Atom charges from the natural (NBO) analysis, given in e for atoms 1 to 6:
1 C -0.63
2 C -0.40
3 C -0.39
4 C -0.42
5 C -0.39
6 C -0.40